[1]
Entry from the Open Molecules 2025 dataset: C2H4BF2InNO5S as an isolated structure at a distorted geometry (the ωB97M-V functional and the def2-TZVPD basis).

The geometry in ORCA input format:
```
! wB97M-V def2-TZVPD RIJCOSX def2/J DEFGRID3
* xyz 3 1
O 0.7489 -2.8146 1.4206
C 0.0487 -2.3336 0.5157
F -0.2395 -3.0070 -0.7047
C -0.6242 -0.8307 0.6493
N -0.2013 -0.0873 -0.5764
B 1.0598 0.7508 -0.3727
O 1.1973 1.8859 0.5341
O 2.2552 0.3893 -1.1143
S -1.4895 0.8018 -1.3166
O -1.4841 2.2245 -0.8408
O -1.1925 0.8261 -2.8154
F -2.9761 0.0737 -1.1585
H -1.7550 -1.0166 0.7382
H -0.3016 -0.3003 1.6189
H 0.9745 1.6029 1.4658
H 2.4071 -0.5844 -0.9965
In 1.5723 2.4194 2.9531
*
```

Summary:
**HOMO level**: -23.598 eV
**Orbital gap**: 0.131 hartree

=====

[2]
Entry from the Open Molecules 2025 dataset: a single C2H4Br2 molecule at a distorted geometry (the ωB97M-V functional and the def2-TZVPD basis).

The geometry in ORCA input format:
```
! wB97M-V def2-TZVPD RIJCOSX def2/J DEFGRID3
* xyz 0 1
Br 1.8605 -2.7161 -1.9129
C 3.1258 -3.8412 -2.8742
C 2.4667 -4.5643 -4.0437
Br 3.5391 -5.8344 -5.0311
H 3.5106 -4.3196 -1.9404
H 3.8958 -3.1280 -2.9260
H 2.3368 -3.7643 -4.6917
H 1.5344 -5.0410 -3.7426
*
```

Summary:
**HOMO level**: -10.282 eV
**Orbital gap**: 0.400 hartree
**SMILES**: BrCCBr
**Relative energy (zero: lowest compared OMol25 entry of this formula, charge and spin)**: 17.25 kcal per mole

=====

[3]
Entry from the Open Molecules 2025 dataset: an isolated ion of composition C2H4Br2N and charge +1 at a distorted geometry (the ωB97M-V functional and the def2-TZVPD basis).

The geometry in ORCA input format:
```
! wB97M-V def2-TZVPD RIJCOSX def2/J DEFGRID3
* xyz 1 1
C -0.4784 0.6570 0.0389
C 0.6633 -0.0498 -0.5667
N -0.0239 -0.6633 0.6265
Br -0.3944 2.3415 0.9862
Br 0.5083 -1.3016 -2.0666
H -1.5379 0.5325 -0.5095
H 1.5941 0.5200 -0.6451
H 0.2748 -0.4723 1.5321
H -0.6059 -1.5641 0.6041
*
```

Summary:
**HOMO level**: -15.331 eV
**Orbital gap**: 0.391 hartree
**SMILES**: Br[C@@H]1[NH2+][C@H]1Br
**Relative energy (zero: lowest compared OMol25 entry of this formula, charge and spin)**: 21.20 kcal per mole

=====

[4]
Entry from the Open Molecules 2025 dataset: a 2-piece molecular cluster, C2H4Br2S overall at a distorted geometry (the ωB97M-V functional and the def2-TZVPD basis).

The geometry in ORCA input format:
```
! wB97M-V def2-TZVPD RIJCOSX def2/J DEFGRID3
* xyz 0 1
C 1.3910 0.3393 0.0143
C -3.6289 -1.1275 -0.0192
S 1.3403 -1.1871 0.9366
Br -4.4513 0.5760 0.2232
Br -1.8013 -1.2620 -0.2668
H 0.3595 0.7465 -0.2776
H 1.6880 0.1708 -0.9547
H 2.1544 0.9651 0.4441
H -4.3717 -1.8980 0.0583
*
```

Summary:
**HOMO level (alpha / beta)**: -9.374 / -8.182 eV
**Orbital gap (alpha / beta)**: 0.332 / 0.229 hartree
**Relative energy (zero: lowest compared OMol25 entry of this formula, charge and spin)**: 68.64 kcal per mole

=====

[5]
Entry from the Open Molecules 2025 dataset: a 2-piece molecular cluster, C2H4BrCl overall at a distorted geometry (the ωB97M-V functional and the def2-TZVPD basis).

The geometry in ORCA input format:
```
! wB97M-V def2-TZVPD RIJCOSX def2/J DEFGRID3
* xyz 0 1
C -1.0569 -0.5945 -0.1470
C 1.5776 1.8028 0.5026
Cl -1.0838 -2.1790 0.7048
Br 2.8310 0.5437 -0.0596
H 0.0048 -0.4761 -0.4053
H -1.5746 -0.7603 -1.1604
H 0.6362 1.5397 0.0103
H -1.3343 0.1237 0.5546
*
```

Summary:
**HOMO level**: -9.429 eV
**Orbital gap**: 0.296 hartree
**Relative energy (zero: lowest compared OMol25 entry of this formula, charge and spin)**: 101.83 kcal per mole

=====

[6]
Entry from the Open Molecules 2025 dataset: a 2-piece molecular cluster, C2H4BrCl3Si overall at a distorted geometry (the ωB97M-V functional and the def2-TZVPD basis).

The geometry in ORCA input format:
```
! wB97M-V def2-TZVPD RIJCOSX def2/J DEFGRID3
* xyz 0 1
C 1.4916 0.0056 -0.2804
C 0.0358 0.2690 -0.5283
Si -1.2977 -0.2762 0.7641
Cl -1.6788 -2.2409 0.2618
Cl -2.9889 0.7950 0.5300
Cl -0.6419 -0.2663 2.6306
Br -0.2300 2.0831 -1.2063
H 1.8841 0.9018 0.4722
H 1.7600 -0.9182 0.1239
H 2.1083 0.1853 -1.0678
H -0.4426 -0.5381 -1.6997
*
```

Summary:
**HOMO level**: -10.015 eV
**Orbital gap**: 0.383 hartree
**Relative energy (zero: lowest compared OMol25 entry of this formula, charge and spin)**: 30.67 kcal per mole